[1]
{"formula": "C33H93FO43P10", "method": "ωB97M-V with the def2-TZVPD basis set", "charge": 0, "e_above_lowest_kcal_mol": 0.0, "lumo_energy_ev": 0.29, "smiles": "O=C1OC[C@@H](F)O1.COP(=O)(OC)OC.COP(=O)(OC)OC.COP(=O)(OC)OC.COP(=O)(OC)OC.COP(=O)(OC)OC.COP(=O)(OC)OC.COP(=O)(OC)OC.COP(=O)(OC)OC.COP(=O)(OC)OC.COP(=O)(OC)OC", "spin_multiplicity": 1, "gap_ha": 0.3888, "species": ["P", "P", "P", "P", "P", "P", "P", "P", "P", "P", "F", "O", "O", "O", "O", "O", "O", "O", "O", "O", "O", "O", "O", "O", "O", "O", "O", "O", "O", "O", "O", "O", "O", "O", "O", "O", "O", "O", "O", "O", "O", "O", "O", "O", "O", "O", "O", "O", "O", "O", "O", "O", "O", "O", "C", "C", "C", "C", "C", "C", "C", "C", "C", "C", "C", "C", "C", "C", "C", "C", "C", "C", "C", "C", "C", "C", "C", "C", "C", "C", "C", "C", "C", "C", "C", "C", "C", "H", "H", "H", "H", "H", "H", "H", "H", "H", "H", "H", "H", "H", "H", "H", "H", "H", "H", "H", "H", "H", "H", "H", "H", "H", "H", "H", "H", "H", "H", "H", "H", "H", "H", "H", "H", "H", "H", "H", "H", "H", "H", "H", "H", "H", "H", "H", "H", "H", "H", "H", "H", "H", "H", "H", "H", "H", "H", "H", "H", "H", "H", "H", "H", "H", "H", "H", "H", "H", "H", "H", "H", "H", "H", "H", "H", "H", "H", "H", "H", "H", "H", "H", "H", "H", "H", "H", "H", "H", "H", "H", "H", "H"], "positions_angstrom": [[1.475922, 1.224028, -6.630937], [-4.087360, -0.232459, -4.769960], [1.097295, -6.531604, 5.126500], [5.658091, 1.518229, 1.140014], [-5.510939, 1.219111, 0.383066], [5.161227, -3.510184, -2.808821], [-1.678841, -4.369982, 0.516518], [-1.099829, 5.203102, -1.602965], [-1.107024, -0.139911, 5.582408], [-0.477023, 4.205438, 3.478476], [2.039893, -1.603879, 1.803960], [-2.961909, 0.219211, -5.821041], [1.804279, 2.305357, -7.852078], [4.136384, 1.504069, 1.627840], [-0.473899, -1.087835, 0.419089], [3.732092, -3.149331, -3.427188], [0.363716, -0.590996, -1.659310], [-2.250838, -1.205270, 6.088093], [0.005170, 0.544391, -6.958928], [5.278093, -5.085375, -3.182590], [5.598481, 2.474295, -0.187486], [-0.801732, 6.315848, -0.669581], [0.095391, 5.727014, 3.338280], [-1.728392, -3.985315, 1.950423], [-2.683185, -5.656808, 0.146852], [6.273954, -2.734650, -3.309337], [-5.533597, 0.157140, -5.495908], [2.195112, -7.696983, 5.505542], [-0.965668, 3.701310, -0.996252], [1.503643, -0.118584, 0.176406], [4.848759, -3.571918, -1.223918], [2.570175, 0.244212, -6.279561], [-1.270578, 4.394700, 4.949993], [-1.603149, 4.097739, 2.321168], [-0.281018, 5.146330, -3.015322], [-1.043951, 1.016490, 6.760104], [0.988277, 2.168325, -5.450272], [-1.395250, 0.357431, 4.187732], [6.457356, 2.377238, 2.298961], [-5.936370, 1.329786, 1.779705], [0.641820, -6.955445, 3.610225], [-0.226508, -4.817862, -0.180709], [6.179919, 0.156144, 0.919919], [1.988177, -5.181157, 4.953693], [-2.600574, 5.310442, -2.124409], [-3.876722, -1.601837, -4.220555], [-6.697079, 0.555035, -0.542974], [-0.002842, -6.416163, 6.089373], [-5.026433, 2.556908, -0.425674], [-4.262141, 0.197527, 0.152210], [0.282565, -0.910602, 5.902422], [-2.257876, -3.198654, -0.464208], [0.526095, 3.054236, 3.494484], [-3.956125, 0.991807, -3.693014], [-2.735139, 1.128161, -2.906677], [5.865055, -4.198831, -0.449646], [0.984835, -4.214362, 0.188076], [1.386465, -4.043004, 4.333399], [-3.011603, 1.545774, -6.338874], [3.581466, 2.722593, 2.149329], [-2.239141, -3.361750, -1.846484], [0.879262, 1.818613, -4.086752], [5.353593, 1.926018, -1.493338], [1.022391, 3.416893, -8.178987], [-5.700541, 3.867600, -0.209672], [-0.665184, 5.284749, 5.908504], [1.568929, -7.314527, 2.632415], [-2.067931, 1.981237, 6.879262], [2.848476, -7.597718, 6.794208], [3.305435, -1.833916, -3.372574], [1.470258, -0.303982, 5.501236], [-3.460252, -0.260760, 1.275321], [1.432216, -0.458231, 1.489874], [-6.745767, -0.165134, -4.706524], [0.313252, 3.237855, -0.512735], [0.443138, -0.663322, -0.461406], [-2.138357, -2.603122, 5.770950], [-2.665342, -6.772855, 0.998409], [7.806271, 2.600660, 2.071454], [-2.522083, 3.022792, 2.212469], [0.879683, 5.953805, 2.205302], [-0.334299, -0.756466, -6.426401], [-7.886913, 1.323784, -0.722693], [-2.982201, 6.529194, -2.745292], [1.135897, 5.253927, -3.156334], [5.332281, -5.484312, -4.554234], [-0.005169, -0.801385, 1.717763], [2.237946, -1.870840, -3.155311], [1.844116, 6.411571, 2.425349], [1.132903, 4.983281, 1.778608], [2.606877, -6.985484, 2.682315], [-3.951316, -0.200069, 2.246541], [-3.074011, 0.865922, -1.904431], [-2.259625, -4.403244, -2.167366], [3.624513, 2.782764, 3.236817], [0.597757, 0.770726, -3.982866], [-0.748544, 4.886683, 6.919796], [-1.346786, 6.127608, 5.794006], [1.553842, 5.835299, -2.334488], [-1.297026, -2.996726, -2.255481], [-5.046080, 4.621784, -0.646701], [5.345913, 0.836221, -1.512894], [-3.544859, 3.294534, 1.951353], [2.526913, 2.668875, 1.878873], [0.210367, 2.576976, 0.347940], [3.870971, -7.963027, 6.698557], [0.437652, -4.100323, 3.799942], [-1.896356, -6.560547, 1.741163], [0.526618, -1.424780, -6.410045], [-0.556225, 0.077428, 2.052619], [-1.672395, 2.896920, 7.318781], [1.784686, 0.360518, 2.117182], [1.759976, 1.957574, -3.459763], [6.368690, -5.772075, -4.730715], [-7.995576, 2.161725, -0.034116], [0.807611, 4.033388, -7.306120], [7.890687, 2.624127, 0.984983], [3.500829, -1.533613, -4.402016], [1.257249, -3.457718, -0.547717], [-2.509582, 1.621197, -7.303442], [-7.087000, 0.760849, -4.243682], [0.946435, -3.759731, 1.177993], [3.919564, -1.364397, -2.604130], [4.495930, 2.344434, -2.020053], [1.828964, -4.901186, 0.249816], [-2.470110, 0.192617, 1.321729], [-5.880012, 4.299785, 0.774754], [1.558080, -8.403921, 2.667047], [1.985941, -1.104612, 4.970976], [-1.023636, -1.281780, -7.087421], [-3.097151, -2.967302, -2.390840], [1.399813, -3.251679, 5.082883], [0.384183, 5.528468, 5.742590], [1.001361, 4.079473, -0.433396], [-4.004772, 1.985616, -6.248068], [-1.269460, -3.085645, 6.218484], [0.087508, 3.298980, -8.726890], [2.886189, -6.624990, 7.284584], [6.336586, -3.582553, 0.315837], [5.403589, -5.037378, 0.071877], [-8.745184, 0.672989, -0.555556], [8.414771, 1.753834, 2.388828], [0.741227, 2.596723, -1.283366], [-7.539506, -0.591135, -5.320210], [-2.106069, 6.887076, -3.286036], [1.352089, 5.813698, -4.066294], [8.154732, 3.518357, 2.545266], [-3.604883, -6.931264, 1.527807], [-2.238427, 2.266515, 1.480559], [1.649315, 3.997291, -8.855898], [-3.211910, 7.176963, -1.899278], [-6.540532, -0.789849, -3.837206], [-2.435745, -7.699984, 0.473224], [-1.960255, -2.725839, 4.702623], [-2.497870, 2.179624, 5.897479], [-0.164649, -1.651906, 2.380542], [-6.669407, 3.808027, -0.705491], [1.974969, -3.719197, 3.474952], [4.006236, 3.609059, 1.678334], [1.609294, 4.280159, -3.281892], [0.113904, 2.394680, -3.566672], [-3.288606, -1.331949, 1.169549], [-2.934039, 1.641692, 7.447293], [6.200979, 2.262865, -2.090473], [-1.980040, 0.401914, -3.207474], [-7.913562, 1.621525, -1.770896], [4.732612, -6.387703, -4.665446], [-2.976161, -3.206736, 6.120008], [-3.817060, 6.389798, -3.432071], [-0.806742, -0.681049, -5.447013], [5.045525, -4.820957, -5.370227], [6.742662, -4.581195, -0.970892], [-2.569580, 2.533061, 3.185099], [-2.419450, 2.166668, -2.806959], [1.148932, -6.994761, 1.678765], [-2.423139, 2.204207, -5.699904], [2.264568, -8.168320, 7.516398], [0.315889, 6.618159, 1.550409], [1.424450, 0.584638, 4.871672], [2.006905, -0.049466, 6.415199]], "atomic_forces_ev_per_a": [[-0.09, -1.36, 0.02], [-0.15, 1.00, 0.81], [0.60, -0.76, -0.51], [0.06, -0.41, -0.07], [0.27, -1.31, -1.00], [-1.80, -2.20, -0.37], [-1.14, -0.44, -1.50], [0.17, 0.07, 0.17], [-1.31, 0.09, 0.37], [0.18, -1.06, 1.89], [2.42, -1.40, -0.16], [-1.13, -0.83, -0.23], [-0.50, -3.06, 2.04], [1.18, 0.35, 0.53], [0.36, -0.56, -1.61], [1.39, -3.13, 0.97], [-0.44, -0.61, 0.85], [1.40, 1.01, 0.10], [1.49, 0.26, -0.46], [-0.83, 1.44, 0.22], [-0.02, -0.41, 1.54], [0.62, -0.99, -0.83], [-1.09, -2.00, 1.07], [0.79, -0.26, -1.45], [1.32, 2.57, -0.64], [0.79, 0.90, 0.16], [1.07, -1.31, 1.58], [-0.60, 2.06, -0.33], [-0.69, 1.14, -0.35], [0.91, -0.18, -0.59], [0.86, 0.26, -1.32], [-2.05, 2.15, -1.08], [1.58, -1.06, -2.61], [1.12, 1.15, 0.83], [-0.74, -0.06, 0.92], [0.20, -1.93, -1.25], [0.77, 1.42, -0.08], [0.89, -0.72, 2.38], [-3.13, -0.77, -0.87], [0.18, 0.81, -0.05], [0.07, 1.51, 3.03], [-2.59, -0.33, 1.06], [-0.27, 1.12, -0.05], [-0.80, -1.62, -0.44], [0.65, -2.22, 0.10], [-0.49, 1.77, -1.03], [1.69, 0.64, 0.82], [0.30, 0.06, -0.66], [-0.87, 0.19, 1.72], [-1.08, 1.20, 0.27], [-3.22, 0.63, -0.46], [0.26, -1.44, 2.51], [-1.96, 2.67, -0.40], [-0.19, -0.65, -0.94], [-1.22, -0.78, 1.01], [0.72, -0.79, 1.30], [0.92, 0.99, 0.53], [0.53, 1.22, -0.55], [0.46, 1.22, 0.77], [-1.03, 0.03, -0.35], [0.53, -1.11, -2.26], [-0.44, -1.09, 0.92], [1.14, 0.00, -0.66], [-0.07, 1.75, -0.25], [0.20, -0.26, -0.85], [-0.96, 0.41, -0.04], [0.05, -1.40, -1.28], [-1.16, 0.36, -0.73], [-0.36, -0.32, 0.60], [-0.07, 0.57, -0.71], [1.87, -0.24, 0.01], [-0.11, -0.97, 0.40], [-1.40, 0.90, 2.23], [0.62, 0.76, 0.48], [0.21, -0.14, -1.30], [-0.64, 0.85, -1.52], [1.03, -0.61, -0.54], [0.75, -0.44, 1.15], [1.39, -0.39, -1.23], [-0.38, -1.45, 0.93], [0.76, 0.25, -1.24], [0.40, -0.74, -0.23], [-0.33, -0.44, -0.33], [0.64, 0.57, 0.47], [0.18, 0.58, -0.06], [0.90, -1.20, -0.26], [-1.28, 1.35, 0.62], [0.10, 0.52, 0.16], [-0.12, 0.18, 0.55], [-0.08, 0.17, -0.66], [-0.15, 0.45, 0.63], [-0.25, 0.68, -0.20], [0.37, -0.20, 0.15], [0.04, -0.40, 0.43], [0.34, -0.14, -0.10], [0.03, -0.06, 0.03], [-0.18, -0.31, -0.18], [0.72, 0.63, 0.60], [0.13, -0.22, 0.14], [-0.12, 0.50, -0.03], [-0.04, -0.37, -0.55], [-0.14, 0.07, 0.23], [0.26, 0.84, 0.00], [-0.06, 0.20, 0.12], [-0.24, 0.70, 0.36], [-0.24, -0.14, -0.11], [-0.68, -0.91, 0.90], [-0.04, -0.66, 0.37], [0.32, 0.35, 0.31], [-0.05, -0.19, 0.43], [0.11, -0.25, -0.11], [0.34, -0.15, -0.12], [0.61, 0.05, -0.64], [0.03, 0.01, -0.22], [0.22, 0.04, -0.06], [0.04, -0.07, 0.13], [0.87, 0.59, -0.07], [-0.29, 1.35, 0.33], [-0.03, 0.11, -0.02], [-0.59, -0.48, -0.14], [-0.10, 0.22, -0.38], [-0.27, 0.16, -0.01], [-0.53, 0.98, -0.18], [-0.42, 0.04, 0.75], [-0.36, -0.53, -0.33], [-0.42, 0.39, -0.30], [0.27, -1.23, 0.69], [0.43, -0.11, -0.44], [0.53, 0.35, -0.10], [-0.25, 0.62, -0.16], [0.04, 0.76, 0.67], [-0.36, 0.01, -0.17], [-0.22, -0.02, -0.32], [-0.01, -0.10, 0.76], [-0.14, -0.33, -0.73], [0.21, 0.42, 0.42], [-0.07, -0.99, 0.16], [-0.07, 0.51, -0.80], [-0.64, 0.72, -0.09], [-0.02, -0.06, -0.09], [0.11, -0.12, 0.08], [-0.05, -0.01, 0.31], [-0.02, -0.09, -0.20], [0.47, 0.01, -0.22], [-0.29, 0.44, -0.20], [-0.26, 0.02, -0.04], [-0.26, -0.04, -0.09], [-0.16, 0.40, -0.18], [0.51, 0.30, -0.09], [0.06, 0.12, 0.11], [-0.24, 0.51, -0.50], [0.29, -0.46, -0.36], [0.14, 0.22, -0.29], [-0.54, -0.05, -0.19], [0.28, 0.42, -0.13], [0.00, 0.15, -0.10], [0.22, 0.27, -0.19], [0.87, -0.06, 0.28], [0.18, -0.07, 0.08], [-0.15, -0.04, 0.34], [-0.31, 0.27, -0.64], [-0.05, 0.02, -0.57], [0.33, -0.35, 0.49], [0.12, -0.23, -0.08], [0.18, 0.35, -0.16], [-0.05, 0.40, 0.09], [-0.11, 0.07, 0.19], [-0.36, 0.74, -0.15], [0.06, -0.26, 0.28], [0.24, 0.13, -0.09], [-0.22, 0.71, 0.69], [-0.37, -0.03, -0.75], [-0.15, -0.31, -0.09], [0.05, -0.03, -0.78], [0.09, 0.01, -0.06], [0.32, -0.13, 0.30], [0.19, -0.49, -0.18], [0.19, -0.39, -0.37], [-0.59, 0.01, -0.06], [0.25, 0.07, -0.14]], "mulliken_charge": [0.713, 0.597, 1.095, 0.581, 0.531, 0.769, 1.092, 0.195, 0.448, 0.570, -0.251, -0.078, -0.370, 0.393, 0.068, -0.192, -0.347, -0.426, -0.204, -0.339, -0.321, -0.724, -0.388, -0.658, -0.443, -0.704, -0.386, -0.357, 0.376, 0.314, 0.056, -0.670, -0.304, -0.107, -0.117, -0.365, 0.110, 0.338, -0.354, -0.777, -0.155, -0.483, -0.758, -0.417, 0.087, -0.635, -0.362, -0.754, 0.322, 0.083, -0.414, -0.003, -0.200, -0.110, 0.255, -0.819, 0.242, -0.392, -0.594, -0.338, -0.485, 0.148, -0.483, -0.562, -0.776, -0.762, -0.675, -0.294, -0.739, -0.102, -0.394, -0.162, 0.406, -0.716, -0.239, 0.045, -0.391, -0.336, -0.706, 0.342, -0.167, -0.578, -0.778, -1.002, -0.540, -0.738, 1.222, -0.074, 0.326, -0.231, 0.345, 0.501, -0.314, 0.356, 0.281, 0.198, 0.242, 0.276, 0.340, 0.091, 0.119, 0.238, 0.159, -0.191, -0.151, 0.268, 0.199, -0.020, 0.385, -0.881, 0.068, -0.287, 0.024, 0.300, 0.393, 0.183, 0.308, 0.240, 0.007, 0.269, 0.220, -0.239, 0.161, 0.099, 0.293, -0.313, 0.372, 0.323, 0.183, 0.288, 0.167, 0.211, 0.322, 0.434, 0.379, 0.275, 0.261, 0.310, 0.282, 0.275, 0.296, 0.266, -0.163, 0.301, 0.380, 0.280, 0.234, 0.266, -0.451, 0.285, 0.305, 0.329, 0.263, 0.017, 0.037, -0.276, 0.264, 0.256, 0.475, 0.103, -0.317, 0.162, 0.292, 0.321, 0.328, 0.214, 0.262, 0.348, 0.200, 0.055, 0.318, 0.334, 0.138, 0.055, 0.172, 0.060, 0.302, 0.177, 0.046, 0.347]}

---

[2]
{"formula": "CFNO2S2", "method": "ωB97M-V with the def2-TZVPD basis set", "charge": 0, "e_above_lowest_kcal_mol": 21.9, "lumo_energy_ev": -3.00, "smiles": "N#CSS(=O)(=O)F", "spin_multiplicity": 1, "gap_ha": 0.2865, "species": ["S", "S", "F", "O", "O", "N", "C"], "positions_angstrom": [[1.052336, 1.468780, 0.122724], [-1.048000, 0.022885, 0.162288], [-1.308812, 0.059352, -1.463205], [-2.114602, 0.650796, 0.775470], [-0.576931, -1.227098, 0.579608], [2.218014, -1.007475, -0.160791], [1.777995, 0.032760, -0.016097]], "atomic_forces_ev_per_a": [[-3.21, 0.21, 0.23], [3.05, 1.29, -2.67], [0.39, -0.29, 2.21], [-2.15, 1.58, 0.88], [0.19, -1.10, -0.31], [1.03, -1.81, -0.18], [0.70, 0.12, -0.16]], "nbo_charge": [0.157, 2.254, -0.464, -0.838, -0.814, -0.235, -0.061]}

---

| no. | total energy (a.u.) |
| --- | --- |
| 1 | -8062.67483 |
| 2 | -1139.49722 |